Entry 1:
The following is a quantum chemistry calculation of a structure of composition C60H50N6O3P2TeTl, from the OMol25 dataset.

Each line ends with the Löwdin charge.
CARTESIAN COORDINATES (ANGSTROEM)
C: -2.441 -2.552 -1.372  -0.2338
H: -6.365 -0.348 0.845  0.0900
C: -4.254 5.102 -2.958  -0.0877
N: 2.169 -1.973 3.936  0.1507
C: 4.917 -3.290 -0.691  0.0189
H: -2.597 3.346 5.560  0.0939
C: -2.268 6.413 -0.148  -0.1429
H: 6.882 -3.320 0.192  0.1363
O: 3.643 -2.526 -3.496  0.0297
H: 1.397 2.238 3.465  0.0973
P: -0.433 2.359 1.206  0.8310
C: 4.164 -4.882 1.564  -0.0483
C: -1.449 5.025 4.879  -0.1056
C: -2.230 8.266 -2.117  -0.1770
C: -3.174 7.457 -0.224  -0.1679
C: 3.271 -1.513 2.034  -0.2051
C: -3.623 4.220 -2.096  -0.1020
H: -3.830 0.553 -2.488  0.1000
C: 5.588 -3.006 2.665  -0.1885
H: 4.609 -3.340 4.663  0.1015
H: 1.677 -2.771 -0.028  0.0495
H: -1.846 -1.412 -3.096  0.1094
N: 1.955 -1.011 1.925  0.1704
H: -1.407 -0.207 1.966  0.0608
O: 2.751 -1.143 -1.965  -0.2076
N: -0.903 -1.059 2.185  -0.0521
H: -2.245 9.012 -2.906  0.0948
C: 0.661 -5.874 -3.868  -0.0854
C: -3.835 -4.193 -3.093  -0.1029
C: 5.506 -4.228 1.680  -0.1861
C: 3.409 -2.203 3.326  -0.1891
C: -3.875 -4.493 -1.743  -0.0282
C: -3.118 -3.091 -3.581  -0.0909
C: -1.732 -2.238 2.146  -0.1439
C: -2.936 4.257 -4.782  -0.0973
H: 1.381 -7.642 -4.855  0.0903
H: -2.336 5.672 0.641  0.0838
C: -2.159 -2.561 0.747  -0.3009
H: 6.566 -2.998 3.149  0.1323
H: -5.793 -0.603 -1.560  0.0988
C: -2.306 3.375 -3.912  -0.1158
H: -3.950 7.559 0.530  0.0977
H: 3.809 1.837 3.675  0.1009
H: -3.055 2.332 1.318  0.0549
H: -0.228 6.524 3.942  0.0997
N: -2.971 -3.631 0.473  0.1633
C: -3.627 1.655 0.695  -0.1163
C: 1.405 2.319 1.316  -0.4151
H: 4.197 -5.583 -2.371  0.1149
H: 0.224 -4.089 -2.766  0.1088
H: -2.634 -2.156 2.775  0.1246
H: -2.663 4.272 -5.830  0.0943
N: -3.175 8.383 -1.186  0.0392
Tl: 0.602 -0.205 -0.895  0.8878
C: 3.012 -2.273 -2.471  -0.6434
C: 3.333 -4.651 0.551  -0.0123
C: -5.185 0.024 -0.918  -0.0962
H: 4.123 -0.809 0.254  0.1177
C: -1.283 6.306 -1.121  -0.5537
H: -1.152 -3.087 2.526  0.1310
C: 4.269 -1.368 1.172  0.0252
H: -1.536 2.705 -4.276  0.0941
H: 6.259 -4.992 1.894  0.1316
C: -1.613 2.941 3.693  -0.1237
C: 0.973 -4.826 -3.016  -0.0095
H: -1.702 5.646 5.729  0.0935
H: -0.542 7.222 -2.929  0.0872
H: -0.336 -5.943 -4.286  0.0946
C: 4.170 1.880 1.558  -0.1042
H: 0.348 5.111 2.006  0.0730
H: -4.393 5.821 -4.977  0.0947
H: -4.984 1.131 2.274  0.0933
C: -1.947 3.736 4.786  -0.1011
C: 3.690 -3.797 -0.603  -0.1614
C: 2.893 -6.716 -3.642  -0.0896
H: 2.373 -5.152 0.508  0.1201
C: -3.274 1.494 -0.642  -0.3769
C: -0.053 -0.916 3.343  -0.1404
N: -1.819 -1.903 -0.316  0.1388
H: 1.795 2.293 -0.804  0.0325
C: -0.789 3.420 2.680  -0.3814
C: 2.577 -3.516 -1.598  -0.3219
C: 5.582 -2.040 1.437  -0.1604
H: -0.409 -1.503 4.201  0.1172
H: -3.115 -2.895 -4.645  0.0993
C: -3.169 -3.647 -0.896  -0.1907
H: 1.897 -2.276 4.852  0.1454
O: 1.390 -3.210 -0.840  -0.0737
C: -5.506 0.167 0.429  -0.1114
P: -1.748 2.199 -1.429  0.7968
H: 6.378 -1.290 1.415  0.1365
H: -3.362 -4.269 1.143  0.1563
C: 2.247 -4.711 -2.469  -0.1359
C: -0.295 4.722 2.788  -0.1013
C: -4.729 0.992 1.229  -0.0984
H: 3.652 -7.452 -3.881  0.0941
C: 3.202 -5.666 -2.788  -0.0185
C: -1.271 7.263 -2.128  -0.1431
C: -1.095 3.325 -0.146  -0.9947
H: -4.367 -4.828 -3.791  0.0948
H: -4.430 -5.346 -1.372  0.1025
C: -2.638 3.352 -2.562  -0.4161
C: -3.908 5.123 -4.304  -0.1008
C: 3.369 1.960 2.692  -0.0893
C: 1.622 -6.825 -4.187  -0.1103
C: 1.372 -1.296 3.035  -0.2999
C: 4.504 -2.858 3.699  -0.0049
H: -2.003 1.930 3.623  0.0857
C: -2.413 -2.259 -2.732  -0.0204
H: 3.890 -5.595 2.335  0.1056
C: 2.006 2.174 2.571  -0.1137
Te: 0.155 4.755 -1.069  1.2166
H: 5.237 1.717 1.652  0.1003
H: 5.213 -2.729 -1.571  0.1313
C: 2.220 2.218 0.191  -0.2276
C: 5.835 -3.273 0.492  -0.1631
C: -0.620 5.516 3.875  -0.0855
H: 4.190 1.928 -0.591  0.1137
H: -5.003 5.788 -2.580  0.1013
H: -3.876 4.209 -1.042  0.1055
C: 3.589 2.008 0.307  -0.0831
C: -4.080 0.676 -1.439  -0.1164
H: -0.046 0.133 3.648  0.1097

frontier orbital gap = 6.033 eV
total charge = -1
molar mass = 1297.03 g/mol
HOMO level = -4.1 eV
LUMO energy = 1.9 eV
energy relative to the best compared isomer or geometry (same formula, charge and spin) = 334.9 kJ/mol
maximum force = 0.97 eV/A


Entry 2:
The following is a quantum chemistry calculation of a cluster of 14 separate species, C60H58F8N6 in total in a non-equilibrium geometry, from the OMol25 dataset.

Each line ends with the Mulliken spin population.
CARTESIAN COORDINATES (ANGSTROEM)
H: -3.609 -5.714 0.129  0.0008
C: -4.169 -2.219 3.602  -0.0087
C: -0.804 3.414 1.868  -0.9982
H: -3.638 8.033 -2.700  -0.0226
C: 2.931 -2.716 3.771  0.0579
H: -7.718 -3.073 0.748  0.0000
N: -3.626 -0.293 -1.501  -0.0023
F: 0.839 -3.061 0.702  -0.0002
C: 2.882 -3.805 2.919  -0.0423
H: -2.533 4.965 0.158  -0.0623
H: 2.648 -1.233 1.258  -0.0385
C: -0.261 -1.384 -0.530  -0.1684
C: -3.480 0.372 -2.437  0.0263
C: -1.443 2.193 2.234  0.5848
H: -0.314 -2.212 3.508  0.0486
H: -1.585 1.428 1.485  0.0422
C: -6.897 -5.121 0.749  0.0013
H: -4.259 1.297 -4.108  -0.0282
H: 2.129 -2.539 4.473  0.0109
C: -2.099 -1.615 2.530  -0.1088
C: -2.210 4.508 -1.901  0.2485
F: -5.712 -7.149 0.618  -0.0005
C: 1.136 5.764 -3.499  -0.0132
C: -4.506 -5.127 0.256  0.0109
N: -2.823 -6.189 3.568  -0.0005
H: -2.398 1.105 3.773  -0.0435
F: -1.384 -3.747 5.434  -0.0081
C: 0.145 -5.038 -1.702  0.0484
H: -5.617 -1.947 0.143  0.0049
C: -3.290 7.027 -2.518  -0.0410
C: -2.065 -3.026 4.547  -0.0180
C: 3.944 -1.797 3.660  -0.0773
C: -2.367 4.892 -3.240  0.1006
C: 5.099 0.322 -2.332  -0.0137
H: -2.501 0.825 -4.149  0.0054
H: 2.392 3.164 3.588  0.0956
H: -0.964 -2.100 -0.928  -0.0239
H: 5.922 -1.460 -5.086  -0.0365
C: 5.088 5.417 0.384  0.6401
H: -0.236 -5.082 2.080  -0.0039
H: -2.867 -3.064 -4.645  -0.0092
C: 0.763 0.812 -0.561  -0.5949
H: -1.246 -5.909 0.890  0.0061
H: 1.491 -6.436 -2.308  -0.0143
C: -2.618 5.334 -0.853  -0.0213
C: 1.853 0.369 0.176  0.2118
H: -4.006 -3.502 5.333  0.0004
H: -5.247 -2.235 3.666  -0.0013
F: 2.841 2.707 -2.577  -0.0388
F: -1.541 3.379 -1.629  0.0542
C: -1.392 -2.272 3.523  0.0703
H: 0.040 5.261 2.667  0.2847
C: 1.382 4.485 -2.959  0.2257
C: -1.252 -5.174 1.695  -0.0031
H: 4.504 -0.575 -0.466  0.0917
H: 3.978 -0.892 4.248  -0.0142
H: -1.071 0.036 -1.697  0.0457
C: -3.512 -2.964 -3.772  0.0244
H: -3.114 2.263 -3.193  -0.0392
C: 4.909 -3.069 1.818  0.0401
H: -4.008 -0.902 1.926  0.0113
H: 0.718 3.970 -2.280  -0.0785
C: -2.164 -5.728 2.723  -0.0019
H: 2.621 1.073 0.458  0.2711
C: 2.914 2.452 4.228  0.1812
C: -0.506 4.350 2.866  1.4690
C: 4.980 -1.995 2.692  0.0504
C: -3.468 -1.516 2.631  0.0194
N: -5.566 -1.442 -4.349  -0.0033
H: 1.916 -5.651 -0.857  0.0087
H: -3.592 -3.309 -0.308  -0.0072
C: -5.689 -5.827 0.619  -0.0028
H: 4.308 6.304 -4.780  -0.0280
H: 5.342 -3.304 -3.595  0.0230
C: 4.769 -0.789 -1.491  0.0838
N: 4.519 1.156 2.646  -0.2392
H: -7.779 -5.655 1.070  0.0001
H: 3.741 3.767 0.746  0.0535
C: -5.671 -3.019 0.262  0.0036
H: 5.606 0.854 -4.305  0.0209
H: -1.586 -4.186 1.377  0.0033
C: -1.676 3.048 4.458  0.3624
C: -4.618 -2.132 -4.104  -0.0067
C: 1.539 -5.444 -1.859  -0.0183
C: -0.955 4.148 4.117  -0.8792
H: -0.384 3.560 0.884  -0.3034
H: -2.131 2.939 5.432  0.1079
C: 3.828 -4.005 1.901  0.0404
C: 5.558 -1.247 -4.092  -0.0560
H: 5.758 -1.254 2.578  -0.0255
H: 3.441 3.127 4.903  -0.2689
H: 5.670 -3.332 1.098  -0.0076
C: 5.408 0.050 -3.611  0.0921
H: -2.012 4.300 -4.071  0.0072
H: -1.469 -1.052 1.858  0.0037
H: 3.810 -4.808 1.179  0.0051
F: 4.429 -3.216 -1.265  -0.0108
C: -3.479 -2.935 4.580  -0.0005
C: 1.790 -0.937 0.673  -0.3975
C: 0.819 -1.801 0.256  0.2869
H: 5.067 1.302 -1.881  -0.1040
H: 2.102 1.875 4.671  -0.0159
H: 2.222 -4.727 -2.314  0.0270
C: 4.771 -2.089 -1.977  -0.0453
C: -4.508 -3.751 0.055  -0.0083
N: -0.959 -4.700 -1.544  -0.0376
C: 5.200 -2.282 -3.277  0.0558
C: 2.561 3.849 -3.205  0.0222
C: -1.848 2.005 3.541  -0.4136
H: -2.952 6.608 -4.510  0.0033
C: 2.138 6.428 -4.189  -0.0333
C: 3.807 1.736 3.345  0.4845
H: 5.039 3.477 -0.400  0.2707
C: -6.840 -3.692 0.633  -0.0029
H: 0.156 6.211 -3.421  0.0437
F: -0.788 5.045 5.123  -0.1239
C: 3.604 4.539 -3.885  0.0253
H: -3.057 -2.625 -2.842  -0.0085
H: 0.706 1.833 -0.908  0.1384
C: -2.886 6.157 -3.531  0.0004
N: 5.323 6.548 0.213  -0.1351
H: 5.509 3.501 1.212  -0.1675
H: -3.569 7.217 -0.404  -0.0027
F: 1.965 -4.761 3.171  -0.0002
C: -3.179 6.589 -1.191  -0.0488
H: -3.919 -3.934 -3.488  0.0078
C: -3.314 1.259 -3.566  0.0985
C: -0.303 -0.103 -0.950  0.1613
H: 1.916 7.372 -4.664  -0.0291
H: 4.544 4.050 -4.097  0.0087
C: 3.427 5.839 -4.364  0.0028
C: 4.792 3.972 0.540  -0.4287

frontier orbital gap (spin up / spin down) = 1.524 / 8.887 eV
total charge = -1
molar mass = 1015.15 g/mol
HOMO level (spin up / spin down) = 0.3 / -7.1 eV
spin multiplicity = 2
LUMO energy (spin up / spin down) = 1.8 / 1.8 eV
maximum force = 6.61 eV/A